[1]
{"formula": "C21H14OPS4Tb", "method": "wB97M-V/def2-TZVPD", "e_tot_ha": -3642.45143, "multiplicity": 7, "s_squared": 12.739, "gap_ha": [0.2307, 0.2457], "elements": ["Tb", "O", "C", "S", "C", "C", "S", "S", "S", "C", "C", "C", "C", "C", "C", "P", "C", "C", "C", "C", "C", "C", "C", "C", "C", "C", "C", "C", "H", "H", "H", "H", "H", "H", "H", "H", "H", "H", "H", "H", "H", "H"], "xyz": [[2.215, 0.392, -0.852], [6.888, 5.691, -1.178], [6.109, 4.804, -0.989], [4.363, 5.034, -0.810], [3.923, 3.336, -0.604], [4.941, 2.446, -0.614], [4.860, 0.714, -0.423], [6.564, 3.102, -0.852], [2.212, 3.019, -0.434], [-5.347, -0.854, -0.572], [-4.808, -0.476, -1.791], [-3.443, -0.279, -1.911], [-2.608, -0.460, -0.813], [-3.154, -0.840, 0.410], [-4.518, -1.039, 0.524], [-0.808, -0.230, -1.046], [-0.379, 0.554, 0.590], [-0.743, 1.894, 0.756], [-0.459, 2.562, 1.934], [0.204, 1.908, 2.961], [0.597, 0.587, 2.802], [0.322, -0.094, 1.621], [-0.090, -1.913, -0.809], [-0.842, -3.072, -0.664], [-0.187, -4.286, -0.533], [1.195, -4.329, -0.565], [1.937, -3.167, -0.747], [1.331, -1.908, -0.886], [-6.412, -1.004, -0.473], [-5.450, -0.335, -2.649], [-3.019, 0.015, -2.862], [-2.508, -0.982, 1.264], [-4.931, -1.343, 1.475], [-1.282, 2.399, -0.037], [-0.751, 3.595, 2.048], [0.405, 2.422, 3.889], [1.092, 0.067, 3.611], [0.537, -1.161, 1.559], [-1.922, -3.041, -0.648], [-0.758, -5.195, -0.417], [1.702, -5.278, -0.461], [3.019, -3.255, -0.805]], "atomic_forces_ev_per_a": [[0.928, 0.039, 0.160], [0.220, 0.282, -0.032], [-0.270, -0.263, 0.050], [-0.160, -0.145, -0.012], [0.593, -0.033, -0.177], [-0.086, 0.674, -0.072], [-0.865, -0.519, -0.076], [-0.115, -0.223, 0.046], [-0.383, -0.110, 0.179], [0.019, 0.001, -0.036], [-0.161, -0.026, -0.039], [0.116, -0.014, 0.026], [0.145, 0.179, -0.295], [0.077, 0.032, -0.099], [-0.005, -0.030, 0.127], [-0.113, -0.549, 0.694], [0.329, -0.189, -0.231], [0.009, -0.077, 0.061], [-0.084, -0.031, -0.078], [0.067, -0.162, 0.000], [0.029, 0.099, 0.032], [-0.360, -0.132, -0.025], [0.245, 0.345, -0.389], [0.018, 0.227, 0.044], [0.026, -0.083, 0.005], [0.091, -0.074, -0.049], [0.074, 0.321, -0.078], [-0.403, 0.089, 0.228], [-0.082, -0.017, -0.004], [-0.022, 0.015, -0.022], [0.019, 0.035, -0.063], [0.035, -0.013, 0.110], [-0.061, 0.001, 0.050], [0.048, 0.073, -0.063], [-0.027, 0.067, 0.007], [0.070, 0.063, 0.050], [0.051, 0.010, 0.014], [0.089, 0.257, -0.137], [-0.071, 0.037, -0.002], [-0.030, -0.080, 0.025], [0.048, -0.073, -0.008], [-0.047, -0.002, 0.079]]}

***

[2]
{"formula": "C21H15BaN3S2", "method": "wB97M-V/def2-TZVPD", "e_tot_ha": -1795.46142, "de_lowest_kj_mol": 7.6, "gap_ha": 0.1650, "elements": ["Ba", "C", "C", "C", "C", "N", "C", "C", "C", "C", "C", "C", "N", "C", "C", "C", "C", "C", "N", "H", "H", "H", "H", "H", "H", "H", "H", "H", "H", "H", "S", "C", "C", "C", "C", "C", "C", "S", "H", "H", "H", "H"], "xyz": [[-0.496, 0.085, 0.011], [0.599, -0.005, -4.710], [1.974, -0.005, -4.834], [2.777, 0.001, -3.699], [2.154, 0.006, -2.457], [0.827, 0.008, -2.355], [0.051, 0.001, -3.435], [2.958, 0.006, -1.160], [4.351, -0.003, -1.195], [5.044, -0.008, 0.000], [4.359, -0.004, 1.201], [2.968, 0.006, 1.173], [2.310, 0.011, 0.010], [2.170, 0.006, 2.477], [2.806, 0.001, 3.713], [2.019, -0.006, 4.857], [0.642, -0.007, 4.750], [0.081, -0.001, 3.480], [0.841, 0.006, 2.389], [-0.048, -0.011, -5.576], [2.438, -0.010, -5.811], [3.849, 0.000, -3.807], [-1.022, 0.000, -3.267], [4.888, -0.009, -2.130], [6.126, -0.016, -0.004], [4.907, -0.009, 2.129], [3.880, 0.001, 3.806], [2.494, -0.010, 5.830], [0.003, -0.014, 5.621], [-0.993, -0.004, 3.331], [-2.796, -1.708, -0.163], [-4.270, -0.683, -0.090], [-5.479, -1.374, -0.020], [-6.700, -0.720, 0.043], [-6.727, 0.666, 0.040], [-5.534, 1.369, -0.025], [-4.298, 0.727, -0.092], [-2.863, 1.803, -0.169], [-5.453, -2.457, -0.017], [-7.618, -1.292, 0.094], [-7.667, 1.203, 0.089], [-5.551, 2.451, -0.026]], "atomic_forces_ev_per_a": [[-1.191, 0.035, 0.025], [-0.246, -0.005, 0.000], [0.196, 0.002, 0.022], [-0.263, 0.000, -0.085], [0.442, -0.006, 0.444], [-0.009, -0.006, 0.213], [0.460, -0.003, -0.183], [0.081, -0.007, -0.288], [-0.102, 0.001, 0.032], [0.098, -0.001, 0.005], [-0.042, 0.000, -0.081], [-0.002, -0.007, 0.342], [-0.212, 0.000, -0.017], [0.472, -0.005, -0.462], [-0.258, -0.001, 0.075], [0.193, 0.002, -0.010], [-0.260, -0.005, -0.029], [0.464, -0.003, 0.217], [0.006, -0.005, -0.215], [0.023, 0.002, -0.010], [-0.032, 0.000, -0.014], [0.005, 0.000, 0.006], [-0.003, 0.002, 0.003], [0.035, 0.000, 0.023], [-0.003, 0.001, 0.001], [0.012, 0.000, -0.007], [0.005, 0.000, 0.003], [-0.028, 0.000, 0.012], [0.033, 0.002, 0.017], [-0.005, 0.002, -0.009], [-0.230, 0.231, -0.012], [0.473, -0.228, 0.000], [-0.284, 0.028, 0.001], [0.056, -0.075, -0.001], [0.043, 0.086, -0.001], [-0.285, -0.032, 0.002], [0.485, 0.207, -0.001], [-0.222, -0.213, -0.013], [0.048, -0.002, -0.004], [-0.002, 0.001, 0.000], [-0.003, -0.004, 0.001], [0.051, 0.005, -0.004]]}

***

[3]
{"formula": "C21H16BrF3N10O4SZr", "method": "wB97M-V/def2-TZVPD", "e_tot_ha": -4977.59435, "de_lowest_kj_mol": 0.0, "total_charge": -2, "gap_ha": 0.2558, "elements": ["Zr", "N", "C", "N", "N", "N", "N", "C", "N", "N", "N", "N", "H", "S", "C", "N", "C", "C", "C", "C", "C", "C", "C", "C", "C", "C", "O", "O", "H", "H", "H", "H", "H", "H", "H", "H", "H", "H", "H", "Br", "C", "C", "C", "C", "C", "C", "C", "O", "O", "H", "H", "H", "H", "F", "C", "F", "F"], "xyz": [[-0.389, 0.176, -0.024], [2.341, -2.153, 0.719], [1.074, -2.705, 0.742], [0.840, -3.958, 1.084], [-0.505, -4.074, 1.000], [-1.036, -2.967, 0.628], [-0.049, -2.050, 0.455], [2.672, -1.084, -0.094], [3.894, -0.903, -0.561], [3.798, 0.221, -1.303], [2.600, 0.678, -1.287], [1.837, -0.130, -0.503], [3.080, -2.830, 0.809], [-5.178, 0.112, -1.474], [-3.631, 0.130, -0.982], [-2.516, 0.143, -0.632], [-0.422, -0.671, 8.349], [-0.436, -0.488, 6.854], [-1.306, -1.209, 6.053], [-1.333, -1.056, 4.668], [-2.310, -1.879, 3.870], [-0.435, -0.158, 4.080], [0.471, 0.573, 4.866], [1.465, 1.541, 4.281], [0.440, 0.401, 6.245], [-0.429, 0.009, 2.597], [-1.496, -0.053, 1.927], [0.657, 0.197, 1.975], [-1.245, -1.308, 8.674], [-0.510, 0.288, 8.864], [0.511, -1.134, 8.678], [-1.991, -1.915, 6.512], [-2.766, -2.632, 4.514], [-1.837, -2.380, 3.026], [-3.091, -1.250, 3.446], [0.996, 2.218, 3.568], [2.245, 1.013, 3.735], [1.922, 2.125, 5.082], [1.127, 0.977, 6.857], [1.150, 3.957, -6.451], [0.655, 2.221, -5.841], [0.541, 1.198, -6.768], [0.188, -0.070, -6.329], [-0.045, -0.303, -4.983], [0.070, 0.738, -4.074], [0.424, 2.014, -4.494], [-0.173, 0.486, -2.622], [-0.195, 1.465, -1.819], [-0.339, -0.682, -2.199], [0.729, 1.393, -7.815], [0.098, -0.877, -7.046], [-0.315, -1.283, -4.612], [0.520, 2.804, -3.762], [0.704, 3.105, 0.565], [-0.501, 2.458, 0.742], [-0.796, 2.707, 2.075], [-1.404, 3.247, 0.075]], "atomic_forces_ev_per_a": [[-0.172, -0.004, -0.004], [-0.002, -0.003, -0.008], [0.017, 0.013, 0.017], [-0.002, -0.002, 0.007], [0.006, -0.012, -0.010], [-0.011, 0.020, 0.012], [0.005, -0.014, -0.026], [0.002, -0.018, 0.007], [0.008, 0.001, 0.000], [0.006, 0.001, -0.005], [-0.008, 0.005, -0.006], [0.030, 0.009, 0.003], [-0.005, -0.004, 0.004], [-0.001, 0.007, -0.002], [0.001, -0.013, 0.003], [0.020, -0.001, 0.013], [0.003, 0.003, 0.001], [0.006, -0.001, -0.001], [-0.007, -0.003, -0.001], [-0.006, -0.003, 0.006], [-0.011, -0.009, -0.001], [0.013, 0.012, -0.009], [0.004, -0.003, 0.005], [-0.013, 0.016, -0.009], [-0.003, -0.016, -0.002], [0.016, 0.015, 0.002], [0.017, -0.005, -0.023], [0.044, 0.002, 0.018], [-0.001, 0.000, 0.000], [0.000, 0.000, 0.001], [0.000, 0.000, 0.000], [-0.002, 0.001, 0.000], [-0.002, 0.001, 0.001], [0.002, 0.004, 0.004], [-0.003, -0.004, 0.001], [0.005, -0.004, 0.003], [0.002, -0.004, 0.000], [0.000, 0.001, 0.001], [0.001, 0.001, 0.002], [-0.003, 0.001, -0.001], [0.003, -0.002, 0.002], [0.002, 0.004, -0.005], [-0.001, -0.005, 0.003], [-0.001, 0.005, 0.004], [0.002, 0.001, -0.006], [-0.005, -0.002, -0.006], [0.023, 0.019, 0.020], [0.032, 0.010, -0.014], [-0.005, -0.013, -0.005], [0.000, -0.001, 0.000], [0.000, 0.000, -0.001], [0.000, -0.003, -0.002], [-0.001, -0.003, 0.003], [-0.004, -0.005, 0.003], [0.002, 0.007, 0.005], [0.006, -0.005, 0.007], [-0.009, 0.000, -0.008]]}